{"formula": "C26H26N4O3", "method": "ωB97M-V/def2-TZVPD", "total_charge": 0, "e_tot_ha": -1451.15569, "smiles": "COc1ccc2c(c1)c(C1=C(c3c[nH]c4ccccc34)C(=O)NC1=O)cn2CCCN(C)C", "relative_energy_kj_mol": 145.0, "e_homo_ev": -7.21, "symbols": ["O", "O", "O", "N", "N", "N", "N", "C", "C", "C", "C", "C", "C", "C", "C", "C", "C", "C", "C", "C", "C", "C", "C", "C", "C", "C", "C", "C", "C", "C", "C", "C", "C", "H", "H", "H", "H", "H", "H", "H", "H", "H", "H", "H", "H", "H", "H", "H", "H", "H", "H", "H", "H", "H", "H", "H", "H", "H", "H"], "xyz": [[-2.120, -3.028, -2.266], [1.161, 3.979, -1.426], [-3.247, 4.271, -0.387], [2.929, 0.220, 1.637], [-4.719, 0.428, 0.404], [-1.027, 4.452, -0.947], [2.353, -0.014, -1.269], [-3.959, -1.512, 1.786], [-2.727, 1.379, -0.007], [-1.028, -2.252, -1.989], [-2.828, -2.092, 2.322], [0.056, 3.612, -1.109], [3.230, 1.458, 2.326], [-1.768, 2.337, -0.485], [0.418, 1.119, -1.048], [0.204, -2.923, -2.057], [-2.171, 3.759, -0.583], [4.589, 0.199, -0.201], [-2.516, 0.211, 0.807], [-1.394, -0.380, 1.381], [0.107, -0.242, -1.388], [-1.083, -0.908, -1.672], [3.762, -0.274, -1.398], [-3.392, -2.446, -2.139], [-4.088, 1.471, -0.200], [-1.566, -1.526, 2.127], [1.343, -0.918, -1.502], [-3.792, -0.355, 1.037], [-0.451, 2.236, -0.839], [4.127, -0.422, 1.119], [1.801, 1.191, -1.015], [2.171, -0.670, 2.490], [1.391, -2.268, -1.832], [4.952, -0.375, 1.852], [5.628, -0.084, -0.384], [1.829, -1.523, 1.903], [3.791, 2.123, 1.675], [-3.535, -1.629, -2.855], [2.754, -1.038, 3.349], [2.325, -2.802, -1.920], [2.297, 1.951, 2.594], [-0.991, 5.451, -1.078], [0.190, -3.971, -2.310], [3.899, -1.477, 0.946], [-2.013, -0.368, -1.650], [1.300, -0.141, 2.871], [-4.939, -1.938, 1.946], [-4.104, -3.242, -2.358], [-2.918, -2.993, 2.908], [-0.706, -2.003, 2.576], [3.820, 1.296, 3.244], [2.402, 2.053, -0.810], [3.892, -1.351, -1.521], [4.549, 1.285, -0.134], [-3.561, -2.074, -1.124], [-4.634, 2.211, -0.749], [4.137, 0.219, -2.304], [-0.417, 0.049, 1.239], [-5.714, 0.278, 0.414]]}